Here is a structure of composition C24H43NO2P2Rh at a distorted geometry from the Open Molecules 2025 dataset. Energies are from wB97M-V/def2-TZVPD.

- LUMO energy (spin up / spin down) (eV) = -1.96 / -6.67
- spin multiplicity = 5
- E_HOMO (spin up / spin down) (eV) = -8.88 / -10.94
- total energy (eV) = -52740.7675
- charge = +1
- expectation value of S² = 6.014

The geometry in XYZ format:
```
73
Properties=species:S:1:pos:R:3:lowdin_spin:R:1
Rh -0.977 1.536 1.998 1.890
C -0.096 0.511 3.491 0.131
C 0.899 1.103 2.648 0.152
C -0.415 2.805 3.457 0.135
C -0.872 1.584 4.012 0.133
C 0.686 2.512 2.613 0.128
C -0.347 -0.917 3.892 0.034
H 0.068 -1.637 3.180 0.001
H -1.428 -1.098 3.935 0.004
H 0.065 -1.126 4.888 0.010
C -1.906 1.485 5.091 0.034
H -1.668 0.664 5.764 0.003
H -2.899 1.307 4.678 0.007
H -1.953 2.405 5.670 0.003
C -0.961 4.138 3.860 0.039
H -1.143 4.144 4.928 0.005
H -1.902 4.343 3.354 0.009
H -0.262 4.933 3.628 0.002
C 1.486 3.557 1.899 0.032
H 1.661 4.393 2.573 0.005
H 0.942 3.968 1.053 0.007
H 2.433 3.174 1.534 0.001
C 1.988 0.411 1.893 0.040
H 2.892 1.011 1.836 0.004
H 1.659 0.226 0.871 0.011
H 2.198 -0.544 2.372 0.003
C -0.242 -3.617 1.175 0.000
C 0.804 -3.610 2.027 0.000
C 2.229 -3.331 1.621 0.000
C 2.614 -3.790 0.172 0.000
C 2.662 -2.734 -0.893 0.002
C 1.799 -1.710 -0.989 0.007
C 0.623 -1.615 -0.058 0.013
C -0.296 -2.841 -0.122 0.002
H 2.918 -3.822 2.332 0.000
H 1.971 -4.628 -0.153 0.000
H 2.476 -2.268 1.760 0.000
H 0.026 -3.484 -0.953 0.000
H -1.123 -4.253 1.357 0.000
H 0.657 -3.860 3.089 0.000
H -1.328 -2.512 -0.340 0.000
H 0.985 -1.577 0.969 0.001
H 1.910 -0.872 -1.697 0.002
H 0.036 -0.694 -0.153 0.007
H 3.619 -4.238 0.254 0.000
H 3.474 -2.861 -1.660 0.000
P -0.648 -1.116 -2.978 0.181
P -0.814 2.206 -3.096 0.401
C -0.886 -0.246 -4.600 0.021
C -1.496 1.141 -4.485 0.045
H -1.535 -0.881 -5.207 0.010
H 0.087 -0.222 -5.099 0.000
H -1.374 1.680 -5.431 0.014
H -2.573 1.071 -4.270 0.000
C -1.398 3.778 -3.889 0.062
H -0.905 4.645 -3.430 0.000
H -2.480 3.880 -3.737 0.000
H -1.191 3.775 -4.969 0.013
C 0.917 2.306 -3.759 0.052
H 0.916 2.437 -4.851 0.011
H 1.458 1.387 -3.495 0.000
H 1.424 3.158 -3.284 0.000
C -2.340 -1.875 -2.888 0.021
H -2.605 -2.004 -1.831 0.002
H -2.350 -2.850 -3.394 0.003
H -3.075 -1.209 -3.359 0.001
C 0.237 -2.606 -3.654 0.030
H 0.522 -2.443 -4.704 0.003
H -0.412 -3.485 -3.595 0.002
H 1.153 -2.798 -3.080 0.001
O -2.605 0.489 0.771 0.076
N -2.479 1.184 -0.315 0.046
O -1.511 2.026 -0.226 0.148
```